Formula: C42H49AsN6O2PV
Source: OMol25
Level of theory: ωB97M-V with the def2-TZVPD basis set

Orbital gap (alpha / beta) in eV: 7.1 / 7.3
2S+1: 3
Net charge: +2

Structure (XYZ):
```
102
C42H49AsN6O2PV (ωB97M-V with the def2-TZVPD basis set)
V -0.899 0.650 0.606
O 2.962 0.073 1.238
C 1.794 0.361 1.315
O 0.949 0.367 0.308
C 1.145 0.588 2.669
C 1.919 0.481 3.829
C 1.279 0.394 5.032
C -0.125 0.505 5.088
C -0.844 0.431 6.308
C -2.194 0.614 6.325
C -2.880 0.922 5.127
C -2.214 0.984 3.938
C -0.831 0.727 3.883
N -0.180 0.692 2.668
H 2.994 0.431 3.728
H 1.837 0.238 5.949
H -0.296 0.242 7.224
H -2.742 0.549 7.257
H -3.947 1.120 5.152
H -2.727 1.261 3.036
C -6.955 -1.847 4.874
C -6.083 -1.217 3.819
C -4.996 -1.891 3.277
C -4.196 -1.341 2.280
C -2.994 -2.144 1.844
C -4.534 -0.082 1.765
As -3.486 0.918 0.453
N -2.196 -0.146 -0.332
C -2.322 -1.167 -1.321
C -1.258 -1.395 -2.195
C -1.330 -2.402 -3.147
C -2.468 -3.194 -3.245
C -3.537 -2.954 -2.394
C -3.467 -1.945 -1.440
C -4.539 1.351 -1.156
C -5.739 0.741 -1.563
C -6.489 -0.382 -0.879
C -6.336 1.179 -2.747
C -5.796 2.163 -3.547
C -6.472 2.616 -4.814
C -4.596 2.735 -3.136
C -3.966 2.359 -1.965
C -2.696 3.086 -1.600
C -5.575 0.653 2.358
C -5.938 2.073 1.964
C -6.332 0.069 3.363
H -6.553 -2.803 5.204
H -7.960 -2.020 4.483
H -7.055 -1.194 5.743
H -4.749 -2.879 3.654
H -2.839 -2.971 2.538
H -2.091 -1.536 1.852
H -3.109 -2.556 0.839
H -0.395 -0.738 -2.151
H -0.506 -2.555 -3.835
H -2.529 -3.974 -3.995
H -4.438 -3.550 -2.476
H -4.303 -1.762 -0.776
H -5.994 -0.783 -0.014
H -6.646 -1.198 -1.589
H -7.479 -0.038 -0.572
H -7.267 0.706 -3.048
H -7.409 2.087 -4.980
H -5.825 2.448 -5.678
H -6.685 3.686 -4.772
H -4.143 3.511 -3.746
H -2.524 3.909 -2.293
H -1.830 2.427 -1.648
H -2.763 3.498 -0.594
H -5.321 2.491 1.179
H -5.857 2.732 2.831
H -6.972 2.124 1.619
H -7.146 0.642 3.802
C 0.141 5.094 0.254
C -0.229 3.693 0.413
N -0.537 2.601 0.537
H 0.541 5.256 -0.746
H 0.898 5.363 0.989
H -0.738 5.722 0.398
C 1.852 -5.125 -0.452
N 2.623 -3.845 -0.097
C 2.974 -3.892 1.401
N 1.805 -4.097 2.185
C 1.102 -5.315 1.784
N 0.705 -5.266 0.377
C -0.332 -4.253 0.118
P 0.217 -2.509 0.504
C 1.821 -2.616 -0.430
C 0.920 -2.922 2.192
H 2.540 -5.954 -0.297
H 1.582 -5.061 -1.504
H 3.494 -3.819 -0.627
H 3.453 -2.946 1.642
H 3.677 -4.713 1.527
H 0.216 -5.435 2.402
H 1.756 -6.173 1.941
H -1.216 -4.488 0.712
H -0.630 -4.295 -0.931
H 2.429 -1.737 -0.222
H 1.597 -2.638 -1.496
H 0.085 -3.112 2.866
H 1.476 -2.073 2.589
```

Here are the Löwdin charges for atoms 1 to 8, given in e: 0.747 0.096 -0.580 -0.204 -0.191 0.017 0.041 -0.137


Formula: C42H49CoN8SSb
Source: OMol25
Level of theory: ωB97M-V with the def2-TZVPD basis set

Orbital gap (alpha / beta) in eV: 6.2 / 6.1
2S+1: 2
Net charge: +2

Structure (XYZ):
```
102
C42H49CoN8SSb (ωB97M-V with the def2-TZVPD basis set)
Co 0.029 -0.230 0.763
C 4.050 1.764 0.177
C 2.672 1.504 0.062
N 2.048 0.614 0.797
C 2.763 -0.063 1.742
C 4.159 0.039 1.850
C 4.793 1.010 1.041
C 4.843 -0.812 2.756
C 4.118 -1.687 3.510
C 2.701 -1.713 3.479
C 1.997 -0.861 2.651
N 0.643 -0.670 2.530
C -0.318 -0.947 3.472
C -0.173 -1.393 4.770
C -1.306 -1.642 5.581
C -2.580 -1.452 5.132
C -2.769 -0.922 3.833
C -4.032 -0.581 3.303
C -4.123 0.018 2.077
C -2.946 0.260 1.353
N -1.756 -0.080 1.796
C -1.646 -0.663 3.027
H 4.500 2.537 -0.430
H 2.078 2.035 -0.673
H 5.862 1.166 1.137
H 5.920 -0.751 2.842
H 4.632 -2.362 4.182
H 2.179 -2.397 4.130
H 0.807 -1.529 5.196
H -1.145 -1.988 6.594
H -3.436 -1.661 5.759
H -4.922 -0.779 3.889
H -5.076 0.322 1.666
H -2.982 0.755 0.388
N -2.852 -1.674 -1.918
C -3.494 -0.600 -2.598
C -4.838 -0.661 -2.922
C -5.429 0.412 -3.575
C -4.691 1.550 -3.868
C -3.351 1.620 -3.508
C -2.752 0.530 -2.894
S -1.038 0.516 -2.484
N -1.059 -0.435 -1.062
C -1.860 -1.446 -1.022
C -1.638 -2.464 0.058
C -2.608 -3.338 0.504
C -2.259 -4.256 1.490
C -0.958 -4.274 1.956
C -0.063 -3.330 1.469
N -0.400 -2.424 0.555
H -3.392 -2.517 -1.804
H -5.420 -1.543 -2.677
H -6.475 0.360 -3.844
H -5.155 2.385 -4.375
H -2.768 2.508 -3.723
H -3.624 -3.288 0.135
H -2.998 -4.939 1.888
H -0.640 -4.983 2.708
H 0.953 -3.282 1.843
C 3.949 -3.288 -1.726
C 2.903 -2.617 -0.803
N 2.057 -1.700 -1.564
C 2.889 -0.749 -2.300
C 3.733 -1.474 -3.376
N 3.565 -2.951 -3.143
C 2.139 -3.360 -3.398
C 1.243 -2.456 -2.515
H 3.963 -4.372 -1.637
H 4.958 -2.910 -1.570
H 3.403 -2.072 -0.003
H 2.262 -3.371 -0.346
H 3.537 -0.232 -1.599
H 2.242 -0.010 -2.774
H 4.796 -1.254 -3.302
H 3.402 -1.268 -4.392
H 4.175 -3.456 -3.783
H 2.064 -4.415 -3.142
H 1.946 -3.243 -4.463
H 0.531 -3.069 -1.963
H 0.680 -1.753 -3.128
C 0.539 5.248 -1.960
C 0.148 3.772 -1.953
Sb -0.614 2.981 -0.083
C -0.100 4.631 1.185
C 1.360 4.603 1.640
C -2.684 3.515 -0.359
C -2.943 4.796 -1.149
H 0.865 5.558 -2.955
H 1.358 5.459 -1.271
H -0.297 5.889 -1.682
H 0.998 3.147 -2.241
H -0.634 3.576 -2.689
H -0.770 4.570 2.045
H -0.335 5.553 0.653
H 1.593 3.682 2.180
H 1.580 5.438 2.307
H 2.051 4.676 0.796
H -3.094 3.598 0.651
H -3.178 2.665 -0.838
H -2.559 5.673 -0.628
H -4.014 4.950 -1.299
H -2.480 4.770 -2.137
```

Here are the Löwdin charges for atoms 1 to 8, given in e: 0.523 -0.042 -0.167 0.075 -0.164 -0.163 0.012 -0.042


Formula: C42H49FN7O8ReS
Source: OMol25
Level of theory: ωB97M-V with the def2-TZVPD basis set

Orbital gap (alpha / beta) in eV: 6.9 / 6.7
2S+1: 4
Energy above the lowest of the compared OMol25 structures with the same formula, charge and spin in kJ/mol: 15.8
Net charge: +3

Structure (XYZ):
```
109
C42H49FN7O8ReS (ωB97M-V with the def2-TZVPD basis set)
Re -1.250 -1.489 1.756
C 0.879 -0.471 8.218
C 0.457 -1.117 6.927
C 1.180 -2.148 6.359
C 0.788 -2.741 5.150
C 1.410 -3.835 4.478
N 2.659 -4.168 4.375
C 3.858 -3.360 4.640
C 4.170 -2.420 3.462
C 4.212 -3.029 2.055
N 2.876 -3.181 1.448
C 2.566 -4.175 0.683
C 1.314 -4.504 0.085
C 1.263 -5.726 -0.617
C 0.090 -6.274 -1.091
C 0.055 -7.572 -1.849
C -1.084 -5.604 -0.753
C -1.099 -4.396 -0.057
C -2.377 -3.924 0.408
N -2.614 -2.931 1.191
C -3.980 -2.807 1.744
C -4.528 -1.384 1.652
C -3.953 -0.410 2.698
N -2.610 -0.818 3.149
C -2.299 -0.713 4.398
C -1.085 -1.190 5.030
C -0.690 -0.679 6.263
C -0.322 -2.222 4.443
O -0.574 -2.697 3.251
C 0.123 -3.744 0.261
O 0.172 -2.524 0.687
H 1.656 -1.044 8.717
H 0.037 -0.366 8.901
H 1.268 0.530 8.022
H 2.028 -2.547 6.903
H 0.732 -4.473 3.918
H 2.838 -5.022 3.863
H 4.674 -4.054 4.832
H 3.705 -2.752 5.526
H 5.146 -1.981 3.667
H 3.444 -1.609 3.476
H 4.712 -4.000 2.046
H 4.784 -2.355 1.417
H 2.270 -2.344 1.528
H 3.351 -4.916 0.539
H 2.193 -6.262 -0.777
H 1.059 -7.920 -2.085
H -0.497 -7.468 -2.783
H -0.443 -8.345 -1.261
H -2.035 -6.053 -1.021
H -3.225 -4.544 0.122
H -3.936 -3.136 2.786
H -4.641 -3.489 1.210
H -5.607 -1.433 1.793
H -4.342 -1.016 0.645
H -4.612 -0.346 3.564
H -3.863 0.581 2.252
H -3.027 -0.249 5.063
H -1.282 0.112 6.712
F 2.466 5.162 -2.478
C 1.396 4.413 -2.830
C 1.074 3.364 -2.018
C -0.021 2.550 -2.295
C -0.401 1.494 -1.333
O 0.203 1.342 -0.276
C -1.514 0.673 -1.780
C -2.120 0.926 -2.968
N -1.807 1.950 -3.790
C -2.530 2.136 -5.030
C -4.003 1.885 -5.074
C -3.485 3.289 -5.159
C -0.746 2.791 -3.466
C -0.394 3.862 -4.292
C 0.652 4.726 -3.983
N 0.949 5.809 -4.830
C -0.123 6.517 -5.511
C 0.313 6.820 -6.945
N 1.791 7.115 -6.948
C 2.208 7.744 -5.655
C 2.081 6.698 -4.545
C -2.008 -0.471 -0.970
O -2.426 -1.488 -1.484
O -1.993 -0.288 0.346
H 1.665 3.162 -1.134
H -2.920 0.285 -3.310
H -1.951 1.863 -5.904
H -4.510 1.606 -4.161
H -4.404 1.422 -5.964
H -3.624 3.920 -4.292
H -3.540 3.807 -6.107
H -0.946 4.001 -5.208
H -0.366 7.448 -4.985
H -1.035 5.932 -5.541
H -0.216 7.687 -7.337
H 0.144 5.977 -7.611
H 2.033 7.707 -7.743
H 2.307 6.239 -7.054
H 1.573 8.613 -5.497
H 3.238 8.085 -5.733
H 1.983 7.225 -3.592
H 2.994 6.107 -4.506
C 1.618 1.970 2.159
S 1.436 0.259 2.555
O 1.919 0.057 3.905
O 2.128 -0.545 1.564
O -0.062 0.048 2.510
H 2.653 2.122 1.866
H 1.391 2.520 3.068
H 0.936 2.221 1.350
```

Here are the Löwdin charges for atoms 1 to 8, given in e: 1.818 -0.021 -0.230 0.054 -0.108 0.041 0.111 -0.104


Formula: C42H50BIrN9S3
Source: OMol25
Level of theory: ωB97M-V with the def2-TZVPD basis set

Orbital gap (alpha / beta) in eV: 5.5 / 4.6
2S+1: 2
Net charge: +4

Structure (XYZ):
```
106
C42H50BIrN9S3 (ωB97M-V with the def2-TZVPD basis set)
Ir -0.194 0.306 0.279
C -2.273 -2.047 -3.958
C -1.704 -0.685 -3.938
C -1.519 0.064 -5.077
C -0.957 1.354 -4.976
N -0.672 1.867 -3.796
N -0.843 1.183 -2.690
B -0.539 1.837 -1.293
N -1.795 2.669 -0.813
N -2.629 3.102 -1.739
C -3.702 3.800 -1.424
C -4.020 4.047 -0.067
C -3.133 3.682 0.916
C -3.341 3.976 2.352
C -1.969 2.978 0.492
S -0.853 2.477 1.695
C -4.534 4.420 -2.520
C -3.948 4.057 -3.887
C -4.467 5.946 -2.321
C -5.993 3.944 -2.485
N 0.655 2.861 -1.442
N 0.510 3.807 -2.345
C 1.440 4.712 -2.573
C 2.707 4.580 -1.963
C 2.844 3.699 -0.917
C 4.060 3.651 -0.071
C 1.730 2.860 -0.623
S 1.777 1.934 0.811
C 1.106 5.926 -3.408
C -0.265 6.422 -2.935
C 1.062 5.569 -4.896
C 2.138 7.048 -3.248
C -1.298 -0.089 -2.713
S -1.386 -1.010 -1.273
C -0.641 2.167 -6.212
C -1.484 3.450 -6.173
C -0.964 1.476 -7.541
C 0.869 2.448 -6.180
H -2.556 -2.341 -4.965
H -3.150 -2.101 -3.314
H -1.559 -2.778 -3.578
H -1.779 -0.336 -6.045
H -4.947 4.542 0.182
H -4.310 4.428 2.531
H -2.578 4.667 2.716
H -3.265 3.071 2.953
H -2.885 4.277 -3.879
H -4.423 4.644 -4.668
H -4.098 3.002 -4.103
H -3.435 6.291 -2.273
H -4.978 6.262 -1.415
H -4.954 6.440 -3.158
H -6.059 2.869 -2.635
H -6.542 4.431 -3.287
H -6.493 4.204 -1.556
H 3.535 5.203 -2.261
H 4.878 4.202 -0.527
H 4.380 2.626 0.117
H 3.845 4.108 0.900
H -0.992 5.617 -3.015
H -0.590 7.260 -3.543
H -0.223 6.749 -1.898
H 0.270 4.851 -5.072
H 2.008 5.160 -5.238
H 0.848 6.459 -5.480
H 2.293 7.301 -2.202
H 1.777 7.947 -3.740
H 3.085 6.797 -3.715
H -2.529 3.234 -6.389
H -1.132 4.156 -6.923
H -1.433 3.895 -5.180
H -2.029 1.278 -7.643
H -0.392 0.558 -7.663
H -0.683 2.132 -8.365
H 1.166 2.812 -5.199
H 1.126 3.179 -6.941
H 1.430 1.539 -6.393
C -4.249 -0.661 2.506
C -3.802 -1.209 3.698
C -2.443 -1.340 3.910
C -1.548 -0.914 2.927
N -1.998 -0.405 1.775
C -3.299 -0.287 1.566
C -0.099 -1.071 3.081
C 0.492 -1.386 4.308
C 1.860 -1.575 4.370
C 2.606 -1.506 3.206
C 1.956 -1.197 2.010
N 0.645 -0.934 1.979
C 2.651 -1.158 0.715
C 3.977 -1.571 0.562
C 4.567 -1.497 -0.688
C 3.825 -1.025 -1.760
C 2.513 -0.639 -1.529
N 1.952 -0.704 -0.332
H -5.302 -0.545 2.300
H -4.506 -1.535 4.451
H -2.084 -1.772 4.827
H -3.606 0.113 0.609
H -0.099 -1.476 5.203
H 2.337 -1.792 5.314
H 3.669 -1.677 3.250
H 4.539 -1.940 1.403
H 5.596 -1.804 -0.820
H 4.248 -0.947 -2.748
H 1.904 -0.247 -2.330
```

Here are the Löwdin charges for atoms 1 to 8, given in e: 1.032 -0.035 -0.222 0.132 -0.153 0.183 -0.009 -0.648


Q: What is the net charge in the fourth record?
A: +4